1.
Molecular formula: C32H54NO28S
Method: DFT, the ωB97M-V functional and the def2-TZVPD basis

Calculated values
Strongest force on any atom = 15.81 eV/A
E_LUMO = -1.77 eV
Frontier orbital gap = 0.3663 Eh
Charge = +1

Positions of all 116 atoms, in Å:
C1 23.215 23.170 7.007
N1 22.051 22.253 7.030
C2 20.995 22.778 7.913
C3 21.450 22.247 5.618
C4 22.493 20.855 7.442
C5 23.266 20.735 8.828
O1 23.572 19.340 9.126
H1 23.871 22.689 6.344
H2 23.613 23.318 7.974
H3 23.033 24.384 6.466
H4 20.759 23.743 7.694
H5 21.255 22.784 8.925
H6 20.149 22.092 7.922
H7 22.219 22.420 4.867
H8 20.613 22.850 5.523
H9 21.038 21.218 5.404
H10 23.166 20.389 6.549
H11 21.694 20.286 7.545
H12 22.911 21.330 9.662
H13 24.185 21.355 8.861
H14 24.399 19.323 9.482
O2 20.448 21.588 11.123
S1 20.172 22.850 11.782
O3 20.779 24.026 11.257
O4 18.508 23.153 11.522
C6 18.100 23.804 10.394
C7 16.541 23.946 10.554
C8 20.230 22.689 13.528
H15 18.398 23.175 9.619
H16 18.489 24.773 10.035
H17 16.431 24.452 9.863
H18 16.147 24.435 11.247
H19 16.085 22.869 10.470
H20 19.999 23.384 14.258
H21 21.302 22.419 13.646
H22 19.530 21.876 13.863
C9 21.588 15.808 7.148
C10 20.948 17.205 7.129
O5 21.694 17.961 6.283
C11 22.816 17.406 6.200
O6 23.711 17.973 5.706
O7 22.901 16.205 6.614
H23 20.942 15.026 6.582
H24 21.584 15.466 8.138
H25 20.968 17.783 8.281
H26 19.902 17.000 7.093
C12 15.828 21.113 5.340
C13 16.409 22.250 6.293
O8 17.507 21.723 6.816
C14 17.850 20.600 6.264
O9 18.802 19.961 6.506
O10 16.923 20.131 5.453
H27 15.773 21.383 4.262
H28 14.968 20.768 5.761
H29 15.648 22.328 7.336
H30 16.308 23.279 5.943
C15 26.524 18.289 8.058
C16 27.234 18.218 6.677
O11 26.997 19.510 6.061
C17 26.342 20.321 6.910
O12 25.922 21.385 6.579
O13 26.219 19.722 8.065
H31 27.220 18.085 8.735
H32 25.710 17.655 8.110
H33 27.014 17.259 6.098
H34 28.283 18.205 6.976
C18 19.598 27.326 4.449
C19 19.273 25.918 3.980
O14 20.438 25.259 4.164
C20 21.416 26.042 4.321
O15 22.497 25.746 4.311
O16 20.973 27.241 4.405
H35 19.408 27.532 5.493
H36 19.156 28.233 3.974
H37 18.982 26.044 3.168
H38 18.368 25.525 4.524
C21 26.032 16.833 13.487
C22 26.003 18.173 12.836
O17 25.612 18.008 11.535
C23 25.328 16.836 11.426
O18 25.110 16.464 10.347
O19 25.574 16.140 12.409
H39 25.530 16.891 14.233
H40 27.028 16.565 13.677
H41 26.842 18.817 12.961
H42 25.075 18.677 13.162
C24 25.016 25.370 10.476
C25 25.568 25.246 11.978
O20 24.757 24.255 12.528
C26 24.028 23.741 11.672
O21 23.311 22.776 12.019
O22 24.172 24.274 10.520
H43 25.728 25.186 9.750
H44 24.604 26.307 10.527
H45 25.557 26.252 12.548
H46 26.672 24.908 11.864
C27 20.944 28.833 9.711
C28 20.218 28.762 8.387
O23 20.924 27.789 7.710
C29 21.593 27.040 8.531
O24 22.223 26.044 8.233
O25 21.611 27.536 9.697
H47 20.430 28.775 10.673
H48 21.605 29.705 9.398
H49 19.946 29.626 7.692
H50 19.122 28.388 8.607
C30 24.985 19.000 2.724
C31 24.950 20.380 3.349
O26 23.566 20.665 3.325
C32 22.834 19.782 2.915
O27 21.644 19.852 2.689
O28 23.592 18.696 2.665
H51 25.454 18.242 3.510
H52 25.345 18.841 1.704
H53 25.379 21.222 2.683
H54 25.449 20.376 4.429



2.
Molecular formula: C18H30AsBMgN4O4S4
Method: DFT, the ωB97M-V functional and the def2-TZVPD basis

Calculated values
Strongest force on any atom = 1.88 eV/A
E_LUMO = 3.71 eV
Frontier orbital gap = 0.1561 Eh
Charge = -2
Energy relative to the best compared isomer or geometry (same formula, charge and spin) = 0.708 eV

Positions of all 63 atoms, in Å:
Mg1 -0.413 -0.655 -0.134
S1 1.527 -4.648 -0.495
As1 -0.449 -3.780 -0.419
S2 -0.655 -2.290 -2.025
S3 -0.657 -2.598 1.435
S4 -1.923 -5.303 -0.569
C1 2.813 -1.510 -2.097
N1 3.319 -1.403 -0.731
C2 4.347 -2.399 -0.435
C3 4.889 -2.256 0.976
C4 3.695 -2.155 1.909
N2 2.937 -0.964 1.532
C5 2.134 -0.341 2.576
C6 2.523 -0.856 0.232
O1 1.509 -0.169 -0.048
H1 2.352 -2.485 -2.257
H2 3.653 -1.372 -2.786
H3 2.065 -0.752 -2.275
H4 5.142 -2.271 -1.175
H5 3.899 -3.387 -0.555
H6 5.504 -1.356 1.064
H7 5.499 -3.130 1.224
H8 3.991 -2.057 2.955
H9 3.067 -3.044 1.799
H10 1.379 -1.029 2.958
H11 1.639 0.538 2.174
H12 2.804 -0.041 3.386
C7 0.101 5.090 1.034
N3 -0.865 4.208 1.666
C8 -0.503 2.873 1.799
N4 -1.444 2.090 2.438
O2 0.540 2.431 1.362
H13 -0.330 6.088 0.959
H14 0.316 4.720 0.033
H15 1.048 5.140 1.579
H16 -1.420 4.596 2.407
H17 -2.399 2.394 2.354
H18 -1.321 1.109 2.236
C9 -6.959 4.898 -3.381
C10 -6.833 3.497 -2.775
C11 -7.281 2.468 -3.825
C12 -7.782 3.426 -1.568
C13 -5.392 3.182 -2.355
C14 -4.313 3.927 -2.822
C15 -2.988 3.612 -2.489
C16 -2.772 2.528 -1.676
O3 -1.607 1.995 -1.210
B1 -1.928 0.822 -0.420
O4 -3.361 0.758 -0.432
C17 -3.837 1.774 -1.203
C18 -5.139 2.074 -1.526
H19 -8.012 5.118 -3.579
H20 -6.420 4.976 -4.329
H21 -6.569 5.658 -2.698
H22 -8.312 2.659 -4.147
H23 -7.225 1.453 -3.421
H24 -6.628 2.513 -4.701
H25 -8.791 3.733 -1.865
H26 -7.437 4.089 -0.769
H27 -7.850 2.415 -1.161
H28 -4.482 4.776 -3.472
H29 -2.160 4.198 -2.870
H30 -5.936 1.436 -1.161



| no. | HOMO energy (Eh) |
| --- | --- |
| 1 | -0.431 |
| 2 | -0.020 |